No. 1
Computed, not measured: a structure of composition C28H42As2F6N3O4Ti, with ωB97M-V with the def2-TZVPD basis set.

Geometry as XYZ:
```
86
Properties=species:S:1:pos:R:3:forces:R:3
Ti 0.518 3.156 -0.388 -0.3632 0.0978 -0.6108
F -1.463 -3.266 -1.671 -0.0796 -0.0173 -0.0196
C -0.445 -2.812 -0.895 0.0697 0.0177 0.1098
C -0.215 -1.452 -0.851 -0.1460 0.0147 -0.1468
C 0.798 -0.923 -0.026 0.0212 0.2983 -0.0844
C 1.005 0.475 0.087 0.2135 -0.5250 0.1734
O 0.256 1.302 -0.635 -0.3553 -1.7745 0.0928
C 1.973 0.916 1.051 -0.0199 -0.0161 0.0874
C 2.730 0.004 1.718 -0.1574 0.0966 -0.1150
N 2.616 -1.345 1.522 0.1437 0.3089 -0.0118
C 3.399 -2.242 2.322 -0.0548 -0.1324 0.0805
C 4.836 -1.929 2.582 0.0665 0.0752 0.0047
C 4.474 -3.068 1.676 0.0096 -0.1152 -0.0682
C 1.592 -1.840 0.721 -0.0843 -0.4234 -0.0874
C 1.350 -3.199 0.627 0.1172 0.1219 0.0958
C 0.314 -3.717 -0.182 -0.0546 0.0705 -0.0302
N 0.125 -5.128 -0.200 0.0077 -0.0807 -0.0063
C -0.306 -5.758 1.029 -0.0065 -0.0682 -0.1473
C 0.223 -7.186 1.060 -0.0311 0.3712 0.3088
N -0.312 -7.901 -0.146 0.1172 0.0220 -0.0115
C 0.086 -7.205 -1.417 -0.0285 0.3547 -0.2984
C -0.439 -5.774 -1.360 0.1402 -0.1237 0.1052
C 2.118 2.337 1.538 0.6989 -0.5118 0.7254
O 3.093 2.690 2.161 -0.1662 0.0003 -0.1470
O 1.066 3.098 1.319 0.9275 -0.2625 2.2775
H -0.848 -0.786 -1.423 0.0060 -0.0024 0.0237
H 3.439 0.343 2.458 0.0359 -0.0525 0.0052
H 2.835 -2.708 3.125 0.0247 0.0038 0.0020
H 5.226 -2.148 3.566 -0.0354 -0.0169 0.0073
H 5.253 -1.041 2.128 -0.0266 -0.0165 -0.0410
H 4.618 -4.081 2.029 -0.0093 0.0220 0.0399
H 4.636 -2.938 0.614 -0.0436 0.0857 0.0088
H 1.979 -3.895 1.163 0.0223 -0.0086 -0.0158
H -1.407 -5.781 1.122 -0.0032 0.0479 0.0227
H 0.080 -5.209 1.885 0.0364 -0.0313 0.0214
H -0.090 -7.721 1.956 -0.0500 -0.0843 -0.0804
H 1.309 -7.181 0.988 0.0051 -0.1050 -0.0600
H -1.333 -7.893 -0.090 -0.0361 -0.1483 0.0064
H -0.001 -8.871 -0.155 -0.0566 -0.0566 -0.0027
H -0.325 -7.755 -2.262 -0.0474 -0.0811 0.0895
H 1.172 -7.204 -1.468 0.0101 -0.0923 0.0637
H -1.542 -5.799 -1.346 0.0075 0.0636 -0.0318
H -0.136 -5.252 -2.263 0.0045 -0.0263 -0.0328
C 1.540 3.666 -4.682 -0.0856 -0.0228 0.3469
As 0.965 2.627 -3.151 0.2004 -0.7523 -2.4413
C 1.553 0.837 -3.597 -0.0764 0.2019 0.2633
C -0.980 2.528 -3.167 0.2547 0.0831 0.1730
O 1.804 3.179 -1.815 0.6204 0.1572 -0.3985
H 0.918 3.444 -5.547 -0.0251 -0.0498 0.0243
H 2.575 3.400 -4.890 -0.0044 -0.0320 0.0112
H 1.481 4.722 -4.438 -0.0463 0.0110 0.0200
H 1.200 0.586 -4.597 -0.0241 0.0275 -0.0055
H 1.170 0.124 -2.870 -0.0184 0.0209 0.0132
H 2.641 0.828 -3.579 0.0049 0.0260 -0.0013
H -1.248 2.059 -4.115 0.0729 -0.0096 -0.0221
H -1.440 3.508 -3.095 0.0800 0.0611 -0.0102
H -1.294 1.897 -2.341 -0.0388 -0.0453 -0.0252
F -1.476 5.374 -1.052 -0.1097 0.1008 0.0229
C -0.173 4.941 -1.209 -0.7626 1.4351 -0.5282
F 0.139 5.333 -2.506 0.1798 0.0656 -0.1420
C 0.675 5.798 -0.272 0.0711 1.0467 0.2733
F 0.700 7.107 -0.519 0.0013 -0.0385 -0.1757
F 1.954 5.351 -0.271 -0.2193 0.1711 -0.0575
F 0.206 5.637 0.980 0.0206 0.2181 0.0255
C -2.947 5.544 1.705 0.0809 -0.1269 0.0003
C -2.479 4.184 2.222 0.1970 0.1290 -0.2897
As -1.794 2.998 0.799 -1.6509 -0.2670 0.5849
C -1.787 1.256 1.752 0.0947 0.1167 0.0181
C -2.610 1.150 3.035 0.0625 0.0772 -0.1550
C -3.430 2.756 -0.307 0.2321 0.0966 0.1298
C -4.734 2.483 0.434 0.1876 0.0370 -0.0196
H -3.421 6.111 2.506 -0.0269 -0.0130 0.0015
H -3.670 5.427 0.895 -0.0317 0.0709 0.0202
H -2.114 6.130 1.327 -0.0330 0.0344 -0.0411
H -3.296 3.679 2.733 0.0532 -0.1109 -0.0065
H -1.654 4.297 2.928 -0.0421 0.0029 0.0443
H -0.740 1.049 1.978 -0.0069 -0.0282 -0.0350
H -2.107 0.508 1.023 0.0322 0.0405 -0.0592
H -2.201 1.795 3.812 -0.0488 -0.0104 0.0395
H -2.594 0.124 3.405 0.0192 0.0013 0.0280
H -3.650 1.429 2.875 -0.0178 -0.0157 0.0771
H -3.206 1.925 -0.981 0.0454 0.0330 -0.0393
H -3.521 3.655 -0.919 0.0579 -0.0104 -0.0360
H -4.690 1.535 0.970 -0.0500 0.0122 0.0273
H -5.563 2.426 -0.274 -0.0268 -0.0005 0.0187
H -4.957 3.278 1.146 -0.0530 -0.0442 0.0225
```
Positions in Å, forces in eV/Å.

Summary:
Total charge: +1
<S²>: 2.034
2S+1: 3
Total energy (a.u.): -7477.3453

Atom charges from the Mulliken analysis, given in e for atoms 1 to 6: -0.98 -0.39 0.64 -0.80 1.08 0.44

No. 2
Computed, not measured: a structure of composition C4H11O2Tm, with ωB97M-V with the def2-TZVPD basis set.

Geometry as XYZ:
```
18
Properties=species:S:1:pos:R:3:forces:R:3
H 0.374 0.274 3.030 -0.2346 0.0107 0.5710
O 0.082 0.358 3.953 0.6630 -0.0562 -0.4982
C -1.325 0.457 3.973 -0.7567 0.0508 -0.1380
H -1.794 -0.348 3.385 0.0546 0.1587 0.2654
H -1.652 0.373 5.017 0.1472 0.0152 -0.3572
H -1.673 1.423 3.571 0.0746 -0.2030 0.1736
C 1.828 -0.047 -3.213 0.4572 -0.2070 -0.6801
O 1.148 -0.151 -1.974 0.1381 0.2820 0.3252
C -0.227 -0.403 -2.022 1.8334 1.1245 0.7150
C -0.779 -0.506 -0.643 -2.3315 -2.1222 -3.9425
Tm 1.975 0.753 0.214 -0.0899 -0.1868 -0.3394
H 2.833 0.320 -2.970 -0.1758 -0.1801 -0.3247
H 1.866 -1.047 -3.667 0.1766 0.4013 -0.0183
H 1.329 0.660 -3.891 0.0904 -0.1723 0.2377
H -1.431 -1.245 -1.528 -0.2597 1.3565 2.7489
H -0.736 0.126 -2.836 0.0687 -0.2285 0.3498
H -0.518 -1.410 -0.074 0.2891 0.9681 0.4455
H -1.299 0.415 -0.326 -0.1446 -1.0113 0.4662
```
Positions in Å, forces in eV/Å.

Summary:
Total charge: +1
ΔE to the lowest compared entry with this formula, charge and spin (kcal/mol): 118.7
<S²>: 3.755
2S+1: 4
Total energy (a.u.): -1394.1772

Atom charges from the Mulliken analysis, given in e for atoms 1 to 6: 0.19 -0.42 -0.47 0.23 0.23 0.24

No. 3
Computed, not measured: a cluster of 2 separate species, C3H9NO in total, with ωB97M-V with the def2-TZVPD basis set.

Geometry as XYZ:
```
14
Properties=species:S:1:pos:R:3:forces:R:3
O -3.154 0.290 -0.261 -0.5105 1.3843 -0.8692
C -2.642 -0.798 0.110 1.3540 -1.7916 -2.4694
H -2.589 -1.006 1.128 0.3262 -0.8119 2.1884
H -1.975 -1.500 -0.595 -1.1984 1.3285 1.1868
C 0.672 1.229 0.623 -0.0454 -0.9715 -1.3759
C 1.113 0.409 -0.671 -1.5060 -0.4477 1.6895
N 0.995 -1.086 -0.426 2.4904 -0.7995 0.9124
H 1.046 0.571 1.385 -0.0106 -0.0005 0.9311
H 1.155 2.213 0.751 -0.1637 -0.3922 -0.4509
H -0.406 1.302 0.699 -0.1813 -0.0024 0.0882
H 0.515 0.627 -1.572 0.4237 0.0995 0.4622
H 2.123 0.690 -0.717 1.6084 0.3343 -1.0224
H 1.749 -1.588 -0.996 -1.4024 1.0314 0.3609
H 1.399 -1.354 0.543 -1.1846 1.0393 -1.6317
```
Positions in Å, forces in eV/Å.

Summary:
Total charge: -1
ΔE to the lowest compared entry with this formula, charge and spin (kcal/mol): 30.0
<S²>: 0.753
2S+1: 2
Total energy (a.u.): -249.5884

Atom charges from the Mulliken analysis, given in e for atoms 1 to 6: -0.60 -0.50 0.10 0.12 -0.87 -0.42

What did the second record say?
Computed, not measured: a structure of composition C4H11O2Tm, with ωB97M-V with the def2-TZVPD basis set.

Geometry as XYZ:
```
18
Properties=species:S:1:pos:R:3:forces:R:3
H 0.374 0.274 3.030 -0.2346 0.0107 0.5710
O 0.082 0.358 3.953 0.6630 -0.0562 -0.4982
C -1.325 0.457 3.973 -0.7567 0.0508 -0.1380
H -1.794 -0.348 3.385 0.0546 0.1587 0.2654
H -1.652 0.373 5.017 0.1472 0.0152 -0.3572
H -1.673 1.423 3.571 0.0746 -0.2030 0.1736
C 1.828 -0.047 -3.213 0.4572 -0.2070 -0.6801
O 1.148 -0.151 -1.974 0.1381 0.2820 0.3252
C -0.227 -0.403 -2.022 1.8334 1.1245 0.7150
C -0.779 -0.506 -0.643 -2.3315 -2.1222 -3.9425
Tm 1.975 0.753 0.214 -0.0899 -0.1868 -0.3394
H 2.833 0.320 -2.970 -0.1758 -0.1801 -0.3247
H 1.866 -1.047 -3.667 0.1766 0.4013 -0.0183
H 1.329 0.660 -3.891 0.0904 -0.1723 0.2377
H -1.431 -1.245 -1.528 -0.2597 1.3565 2.7489
H -0.736 0.126 -2.836 0.0687 -0.2285 0.3498
H -0.518 -1.410 -0.074 0.2891 0.9681 0.4455
H -1.299 0.415 -0.326 -0.1446 -1.0113 0.4662
```
Positions in Å, forces in eV/Å.

Summary:
Total charge: +1
ΔE to the lowest compared entry with this formula, charge and spin (kcal/mol): 118.7
<S²>: 3.755
2S+1: 4
Total energy (a.u.): -1394.1772

Atom charges from the Mulliken analysis, given in e for atoms 1 to 6: 0.19 -0.42 -0.47 0.23 0.23 0.24

Copy entry 3 word for word.
Computed, not measured: a cluster of 2 separate species, C3H9NO in total, with ωB97M-V with the def2-TZVPD basis set.

Geometry as XYZ:
```
14
Properties=species:S:1:pos:R:3:forces:R:3
O -3.154 0.290 -0.261 -0.5105 1.3843 -0.8692
C -2.642 -0.798 0.110 1.3540 -1.7916 -2.4694
H -2.589 -1.006 1.128 0.3262 -0.8119 2.1884
H -1.975 -1.500 -0.595 -1.1984 1.3285 1.1868
C 0.672 1.229 0.623 -0.0454 -0.9715 -1.3759
C 1.113 0.409 -0.671 -1.5060 -0.4477 1.6895
N 0.995 -1.086 -0.426 2.4904 -0.7995 0.9124
H 1.046 0.571 1.385 -0.0106 -0.0005 0.9311
H 1.155 2.213 0.751 -0.1637 -0.3922 -0.4509
H -0.406 1.302 0.699 -0.1813 -0.0024 0.0882
H 0.515 0.627 -1.572 0.4237 0.0995 0.4622
H 2.123 0.690 -0.717 1.6084 0.3343 -1.0224
H 1.749 -1.588 -0.996 -1.4024 1.0314 0.3609
H 1.399 -1.354 0.543 -1.1846 1.0393 -1.6317
```
Positions in Å, forces in eV/Å.

Summary:
Total charge: -1
ΔE to the lowest compared entry with this formula, charge and spin (kcal/mol): 30.0
<S²>: 0.753
2S+1: 2
Total energy (a.u.): -249.5884

Atom charges from the Mulliken analysis, given in e for atoms 1 to 6: -0.60 -0.50 0.10 0.12 -0.87 -0.42